Computed, not measured: a structure of composition C22H28IN7STa, with ωB97M-V/def2-TZVPD.

Geometry as XYZ:
```
60
Properties=species:S:1:pos:R:3:forces:R:3
Ta 0.3006 0.6540 -0.1232 0.23 0.09 0.29
N 4.1975 2.7635 -0.9950 -0.08 0.01 0.04
C 2.9374 2.3687 -0.9178 0.22 -0.01 0.21
S 2.6610 0.7559 -0.2116 -0.03 -0.20 -0.32
N 1.9762 3.1073 -1.3827 -0.25 0.11 -0.01
N 0.7365 2.5753 -1.2122 0.43 -0.19 -0.09
C -0.2369 3.2252 -1.7428 -0.08 0.07 -0.03
C -1.5595 2.6540 -1.5847 -0.04 0.05 0.02
C -2.6812 3.1603 -2.2030 -0.11 0.00 -0.02
C -3.8979 2.5029 -2.0306 0.05 0.02 -0.02
C -3.9478 1.3689 -1.2317 -0.01 0.00 0.05
C -2.7846 0.9136 -0.6434 -0.02 -0.02 -0.03
N -1.5997 1.5394 -0.8077 -0.02 -0.19 0.06
H 4.9610 2.1933 -0.6685 0.00 -0.01 -0.01
H 4.4120 3.6604 -1.4107 0.00 0.00 -0.02
H -0.0634 4.1473 -2.2872 0.05 -0.01 0.00
H -2.6050 4.0439 -2.8232 0.00 0.00 0.01
H -4.7903 2.8693 -2.5223 0.00 0.01 0.02
H -4.8740 0.8348 -1.0699 0.01 -0.01 0.00
H -2.7911 0.0204 -0.0316 -0.01 -0.02 -0.05
C -0.5091 -0.8783 3.8991 -0.12 -0.09 -0.05
C -0.0700 -1.6562 2.6959 -0.05 0.11 0.01
C 0.5358 -2.8843 2.8167 -0.01 -0.02 0.00
C 0.8207 -3.6899 1.6976 0.03 0.05 0.02
C 1.2953 -5.0927 1.8782 0.02 0.00 0.01
C 0.6757 -3.1685 0.4053 0.28 0.01 0.16
C 0.0938 -1.9305 0.2503 -0.15 -0.04 -0.09
C -0.3712 -1.1924 1.3820 0.15 0.38 -0.03
N 0.1019 -1.1062 -0.8905 -0.48 -0.25 -0.48
C 0.1451 -1.5146 -2.3662 -0.06 0.09 -0.30
C 0.1384 -3.0200 -2.6027 0.04 -0.03 0.17
C 1.3849 -0.8901 -3.0015 0.04 -0.04 0.09
C -1.1070 -0.9197 -3.0188 -0.05 -0.06 0.16
H 0.1354 -1.0851 4.7515 0.00 0.01 0.00
H -1.5242 -1.1668 4.1847 0.01 -0.01 0.01
H -0.5102 0.1941 3.7071 0.01 -0.01 0.03
H 0.7419 -3.2742 3.8062 -0.01 -0.02 -0.01
H 1.5925 -5.2967 2.9035 0.03 0.01 -0.01
H 2.1191 -5.3292 1.2048 0.01 0.02 0.01
H 0.4774 -5.7742 1.6257 -0.01 0.01 0.01
H 1.0614 -3.7312 -0.4281 -0.02 0.02 0.01
H -1.3118 -0.6344 1.2942 0.05 0.01 -0.02
H 1.1091 -3.4758 -2.4147 -0.01 0.00 0.00
H -0.0863 -3.1795 -3.6566 0.01 0.00 -0.01
H -0.6310 -3.5310 -2.0244 -0.01 0.00 -0.02
H 2.2978 -1.2019 -2.4946 0.00 0.01 -0.01
H 1.3364 0.2067 -3.0127 0.02 -0.01 0.02
H 1.4514 -1.2157 -4.0393 -0.03 0.04 -0.01
H -2.0179 -1.3325 -2.5800 0.00 0.02 -0.01
H -1.1069 -1.1636 -4.0799 0.00 0.01 0.00
H -1.1273 0.1701 -2.9353 0.00 0.01 -0.04
I 2.0564 3.4658 5.1745 0.09 0.02 0.13
C 0.8849 2.8037 3.6309 -0.02 0.01 -0.15
C -0.4453 3.1107 3.3913 -0.02 -0.04 -0.01
N -0.8110 2.4945 2.2612 -0.18 -0.01 0.03
N 0.2171 1.7961 1.7234 0.26 -0.03 0.18
C 1.2555 1.9855 2.5726 -0.19 0.09 0.24
H -1.1355 3.7227 3.9519 -0.02 0.00 -0.03
H -1.7231 2.5094 1.8324 0.02 0.02 -0.04
H 2.2087 1.5175 2.4042 0.02 0.00 -0.06
```
Positions in Å, forces in eV/Å.

Summary:
- relative energy (zero: lowest compared OMol25 entry of this formula, charge and spin) (kcal per mole) = 1.7
- E_LUMO (eV) = -11.124
- HOMO (eV) = -16.72
- E_tot (eV) = -54161.83215
- total charge = +3
- gap between HOMO and LUMO (eV) = 5.60

Results of the natural (NBO) charge analysis, in e, for atoms 1 through 2: Ta 2.0285; N -0.7139